[1]
99
Properties=species:S:1:pos:R:3:forces:R:3 method="wB97M-V/def2-TZVPD" s_squared=0.757 e_lumo_ev="0.23 / 0.26" total_charge=-1 homo_energy_ev="-5.31 / -5.31" e_above_lowest_kj_mol=139.43 homo_lumo_gap_ha="0.2036 / 0.2047" multiplicity=2
Ru 0.438992 -0.120631 0.241000 1.1 -0.4 -0.2
N -1.481451 3.446133 6.695181 0.0 -0.1 -0.1
C -1.568587 2.390375 5.773686 0.0 0.0 0.0
C -1.376871 1.072139 6.180972 0.0 0.0 0.0
C -1.458450 0.039603 5.262816 0.0 -0.1 0.1
C -1.745315 0.322921 3.937055 0.0 -0.1 0.0
C -1.965347 1.626781 3.520765 0.0 0.0 -0.1
C -1.884476 2.651954 4.441026 0.0 0.1 0.0
S -1.677538 -0.960630 2.734470 0.0 0.2 0.1
O -2.526442 -0.593946 1.630567 0.1 0.0 0.0
O -1.913254 -2.207975 3.402251 0.1 -0.2 0.0
N -0.159772 -0.854103 2.160157 -0.4 0.0 -0.2
C 0.947099 -1.339388 2.789212 0.1 -0.1 0.1
N 2.043636 -1.324928 1.997789 -0.2 0.0 0.0
C 3.171126 -1.787142 2.502450 0.0 0.0 0.0
C 3.256623 -2.256849 3.804814 0.1 0.0 0.0
C 2.089512 -2.191224 4.544466 -0.1 0.0 0.0
N 0.936778 -1.740647 4.066100 0.0 0.0 0.0
H -0.894265 3.231201 7.486502 0.0 0.0 0.0
H -1.185873 4.312218 6.270422 0.0 0.0 0.0
H -1.136925 0.858592 7.216557 0.0 0.0 0.0
H -1.274983 -0.986497 5.556106 0.0 0.1 0.0
H -2.164232 1.817822 2.470704 0.0 0.0 0.0
H -2.032673 3.678649 4.130644 0.0 0.0 -0.1
H 4.032519 -1.778526 1.839683 0.0 0.0 0.0
H 4.178897 -2.632893 4.223294 0.0 0.0 0.0
H 2.077351 -2.512795 5.582149 0.0 0.0 0.0
O -1.217320 1.816800 -0.023224 -0.2 0.0 0.1
As -1.849897 2.896410 -1.097971 0.1 0.0 0.0
C -0.445780 3.904442 -1.940031 0.0 0.0 0.0
C 0.868394 3.563992 -1.653123 0.0 0.0 0.0
C 1.905388 4.263377 -2.258382 0.0 0.0 0.0
C 1.620880 5.299265 -3.137152 0.0 0.0 0.0
C 0.301062 5.643210 -3.414620 0.0 0.0 0.0
C -0.735919 4.944641 -2.817262 0.0 0.0 0.0
C -2.882171 2.158674 -2.536205 0.0 0.0 0.0
C -4.183086 1.721985 -2.310225 0.0 -0.1 0.0
C -4.859370 1.044582 -3.312840 0.0 0.0 0.0
C -4.228761 0.777931 -4.521149 0.1 0.0 0.0
C -2.927146 1.207912 -4.744564 -0.1 0.0 0.0
C -2.258765 1.915498 -3.756431 -0.1 0.0 0.0
C -2.959402 4.184065 -0.203029 0.0 0.0 -0.1
C -4.076269 4.744759 -0.811812 0.0 0.0 0.0
C -4.815633 5.707465 -0.137783 0.0 0.0 0.0
C -4.434442 6.106480 1.135360 0.0 0.0 0.0
C -3.312983 5.549207 1.737046 0.0 0.0 0.0
C -2.571353 4.586676 1.068613 -0.1 0.0 0.0
H 1.070780 2.769666 -0.942859 0.0 0.0 0.0
H 2.931216 3.994069 -2.038255 0.0 0.0 0.0
H 2.429190 5.844208 -3.609574 0.0 0.0 0.0
H 0.082908 6.453123 -4.099580 0.0 0.0 0.0
H -1.764171 5.208259 -3.040443 0.0 0.0 0.0
H -4.653532 1.869195 -1.345550 0.0 0.0 0.0
H -5.867023 0.687981 -3.135455 0.0 0.0 0.0
H -4.738816 0.203614 -5.284510 0.0 0.0 0.0
H -2.418825 0.955327 -5.665839 0.0 0.0 0.0
H -1.242345 2.244714 -3.929288 0.1 0.0 0.0
H -4.379235 4.423360 -1.800844 0.0 0.0 0.0
H -5.691957 6.138794 -0.605037 0.0 0.0 0.0
H -5.013669 6.854726 1.662673 0.0 0.0 0.0
H -3.021062 5.861534 2.731589 0.0 0.0 0.0
H -1.695127 4.142638 1.522570 0.1 0.0 0.1
Br 6.443011 -0.474648 -1.359243 0.0 0.0 0.0
C 5.145650 -1.093765 -2.597987 0.0 0.0 0.1
C 5.587605 -1.887627 -3.645354 0.0 0.0 0.0
C 4.677467 -2.368635 -4.574831 0.0 0.0 0.0
C 3.332252 -2.050602 -4.457130 0.0 0.0 -0.1
C 2.898914 -1.258647 -3.407784 -0.1 0.1 0.0
C 3.797477 -0.776446 -2.470275 0.1 -0.1 0.0
I 3.108176 0.384599 -0.870248 -0.3 -0.1 -0.1
H 6.640732 -2.124541 -3.721443 0.0 0.0 0.0
H 5.025221 -2.990231 -5.390829 0.0 0.0 0.0
H 2.589209 -2.397451 -5.167140 0.1 0.0 0.0
H 1.842519 -1.025419 -3.356569 0.1 0.0 0.0
O -3.184425 -5.804888 -3.892234 0.1 0.1 0.0
N -2.067978 -5.993841 -3.448449 -0.2 -0.2 0.1
O -1.439730 -7.027191 -3.585064 0.1 0.0 0.0
C -1.457743 -4.934189 -2.658650 0.0 -0.1 -0.1
C -2.113049 -3.748952 -2.530211 -0.1 0.0 0.0
C -1.524910 -2.733942 -1.780721 -0.1 0.4 0.1
C -0.286952 -2.900958 -1.075502 0.0 0.0 -0.1
O 0.172283 -2.123739 -0.217530 0.2 0.0 0.2
C 0.379351 -4.140279 -1.379654 0.0 0.0 -0.1
C -0.186211 -5.130168 -2.112644 0.0 -0.1 -0.1
N 1.752575 -4.355844 -0.920653 0.0 -0.2 0.4
O 2.478703 -3.394454 -0.809098 0.0 0.1 -0.1
O 2.081556 -5.507429 -0.679559 0.0 0.1 -0.1
N -2.259241 -1.528392 -1.751914 -0.3 -0.1 -0.1
O -1.700545 -0.350115 -1.600882 -0.2 -0.3 0.0
O -3.450639 -1.522296 -1.919400 0.8 0.2 0.1
H -3.066520 -3.593002 -3.008911 0.0 0.0 -0.1
H 0.348605 -6.051613 -2.286916 0.0 0.0 0.0
I -0.427816 -1.898613 -5.080228 -0.1 0.1 0.0
C -0.225900 -0.174433 -1.661260 -0.8 -0.1 -0.1
H 0.117070 -0.946947 -2.338461 0.3 -0.1 -0.1
H -0.149095 0.798824 -2.132509 0.1 0.1 -0.1
S 1.840353 2.995699 3.376889 0.0 0.1 0.1
C 1.443389 2.109627 2.097639 0.0 -0.1 -0.4
N 1.183849 1.485181 1.132641 0.0 0.4 0.6

[2]
17
Properties=species:S:1:pos:R:3:forces:R:3 method="wB97M-V/def2-TZVPD" e_lumo_ev=0.69 smiles="CSN1C(=O)C2(CC2)C1=O" total_charge=0 homo_energy_ev=-9.07 e_above_lowest_kj_mol=234.84 homo_lumo_gap_ha=0.3590 multiplicity=1
C 3.587311 -0.581815 0.420281 -0.6 0.2 1.4
S 2.089273 -0.493978 1.540638 0.7 -0.7 0.0
N 0.682533 -0.271051 0.643339 -1.0 3.2 0.3
C -0.343559 -1.020786 0.081064 0.5 0.0 -0.8
O -0.400246 -2.181170 -0.138491 -0.4 -1.0 -0.3
C -1.270797 0.173594 -0.101759 -0.5 0.8 0.7
C -2.016177 0.888170 -1.234409 -0.6 0.0 0.0
C -2.778007 0.110268 -0.196820 -1.8 0.8 0.9
C -0.258074 0.994526 0.655056 1.6 -1.3 -0.1
O -0.026636 2.104601 0.996136 -0.4 -0.7 0.0
H 3.853195 0.403832 0.060617 0.4 0.1 0.3
H 3.445311 -1.203718 -0.399753 -0.9 -1.0 -1.7
H 4.352692 -1.182029 0.962792 -0.4 1.1 0.2
H -2.022054 0.399441 -2.216884 0.3 0.8 0.2
H -2.095103 2.046956 -1.081387 0.5 -2.5 -0.7
H -3.538444 0.684217 0.407889 1.5 -0.4 -0.2
H -3.261218 -0.871058 -0.398311 1.1 0.6 -0.3

[3]
75
Properties=species:S:1:pos:R:3:forces:R:3 method="wB97M-V/def2-TZVPD" e_lumo_ev=0.51 smiles=ClC(Cl)Cl.ClC(Cl)Cl.C1CCOC1.C1CCOC1.C1CCOC1.C1CCOC1.C1CCOC1 total_charge=0 homo_energy_ev=-9.16 homo_lumo_gap_ha=0.3556 multiplicity=1
Cl 2.309642 -0.853940 -5.468567 0.2 0.1 0.3
C 3.225309 -1.453705 -4.086432 0.3 -0.6 0.5
Cl 4.103189 -0.201148 -3.190562 -0.3 0.1 -0.3
Cl 4.353316 -2.743553 -4.535518 0.2 0.0 -0.4
H 2.568455 -1.951869 -3.384152 -0.4 0.5 0.0
Cl 3.572767 -4.206391 1.810975 -0.2 -0.2 0.2
C 2.246140 -5.294479 2.306944 0.0 0.7 -0.8
Cl 1.416245 -5.867677 0.821481 0.4 -0.3 0.6
Cl 1.070043 -4.464786 3.304575 0.0 0.1 0.3
H 2.715570 -6.068748 2.897500 -0.3 -0.4 -0.3
C -3.275620 -3.356756 1.563996 1.1 0.8 0.0
C -4.073752 -4.047392 0.467313 -1.2 -0.6 0.4
C -3.294366 -3.909312 -0.829029 1.1 -0.7 0.7
O -2.113962 -3.183093 -0.483862 0.1 -0.1 -0.2
C -1.861086 -3.202200 0.948176 -1.5 0.2 -1.6
H -3.162883 -3.943002 2.474968 -0.4 0.1 0.1
H -3.666308 -2.366544 1.796955 -0.1 -0.1 0.1
H -5.089602 -3.670102 0.322794 0.1 0.3 0.3
H -4.237825 -5.082163 0.779493 0.2 -0.1 -0.4
H -3.835293 -3.409088 -1.627211 0.1 0.3 0.0
H -2.982907 -4.896932 -1.182761 -0.1 0.0 -0.2
H -1.391224 -2.226494 1.018029 0.2 -0.1 1.0
H -1.233302 -4.037364 1.258306 0.3 0.1 -0.2
C 3.512543 3.451269 -3.960100 0.5 1.0 -1.1
C 2.106805 2.954802 -3.715890 -0.2 -1.4 1.8
C 1.940769 3.034221 -2.154439 1.1 1.3 -1.5
O 3.280633 3.105689 -1.669018 0.0 -0.9 1.1
C 4.231373 3.549779 -2.619849 -0.9 0.2 0.2
H 3.517514 4.451170 -4.404710 -0.1 -0.1 -0.2
H 4.005232 2.780056 -4.663833 0.2 0.1 0.1
H 2.126840 1.880140 -3.911719 -0.4 0.1 -0.4
H 1.296675 3.433233 -4.257290 0.1 0.1 -0.1
H 1.441611 2.182772 -1.705641 -0.1 0.0 0.1
H 1.449044 3.978623 -1.904859 -0.3 -0.1 0.2
H 5.149290 2.962029 -2.553054 -0.2 -0.2 0.1
H 4.474819 4.588785 -2.363950 0.2 0.0 -0.2
C 0.819185 -0.288392 0.098581 0.4 1.0 0.9
C 1.394560 -1.552801 0.711692 -0.4 -0.7 0.0
C 1.976955 -2.299790 -0.536904 -0.7 1.9 1.5
O 1.364784 -1.658228 -1.652203 0.1 -0.8 -1.1
C 0.400141 -0.682515 -1.282758 0.1 -0.6 0.2
H 1.630696 0.447786 0.086016 -0.2 0.1 -0.3
H -0.002121 0.169415 0.649560 0.1 -0.2 0.2
H 0.612512 -2.127226 1.215861 0.1 -0.1 -0.3
H 2.142450 -1.392726 1.486343 0.1 0.3 -0.1
H 1.741087 -3.353013 -0.425182 0.3 -0.2 -0.6
H 3.030611 -2.020875 -0.575462 0.2 -0.8 -0.2
H -0.593919 -1.149396 -1.279251 0.0 0.2 -0.1
H 0.444397 0.133213 -2.004684 -0.1 0.0 -0.1
C -2.529181 4.370010 -0.185548 0.0 1.4 -0.2
C -3.052326 2.947742 -0.181965 -0.5 -0.4 -0.8
C -1.764687 2.110819 -0.207491 -0.5 -0.8 0.1
O -0.703757 2.998733 -0.030728 1.3 0.7 0.3
C -1.060015 4.259774 -0.622762 -1.2 -1.2 0.3
H -2.560237 4.855417 0.792490 0.0 -0.3 0.2
H -3.092212 5.056592 -0.824887 0.0 -0.2 -0.1
H -3.619286 2.724004 -1.091559 0.1 0.2 -0.1
H -3.776958 2.733909 0.603308 0.4 0.0 0.4
H -1.654083 1.544464 -1.146665 -0.1 0.3 -0.1
H -1.722898 1.327237 0.554730 0.0 0.3 0.3
H -0.962813 4.151342 -1.707837 0.0 0.3 -0.1
H -0.463079 5.082764 -0.245958 0.4 -0.2 0.1
C -1.000062 1.753165 4.262263 -0.4 0.4 -0.4
C -2.027356 0.613168 4.332222 -0.5 1.1 0.6
C -1.467788 -0.501106 3.451113 -0.7 1.0 0.8
O -0.085804 -0.252650 3.375059 0.5 -0.6 0.3
C 0.227798 1.144316 3.567509 -0.8 -0.7 0.4
H -0.802348 2.117669 5.268867 0.3 0.0 -0.1
H -1.438831 2.596172 3.723192 0.3 0.0 -0.2
H -3.018677 0.990891 4.065482 0.1 -0.3 -0.4
H -2.156708 0.383383 5.393249 0.2 -0.7 -0.2
H -1.917170 -0.463447 2.453279 -0.1 -0.2 0.0
H -1.733293 -1.419828 3.977127 0.6 -0.5 -0.5
H 0.455925 1.539383 2.578939 0.1 0.5 0.1
H 1.068812 1.194798 4.255903 0.3 0.0 -0.4

[4]
59
Properties=species:S:1:pos:R:3:forces:R:3 method="wB97M-V/def2-TZVPD" s_squared=1.188 e_lumo_ev="0.80 / 0.96" total_charge=-1 homo_energy_ev="-4.23 / -4.15" e_above_lowest_kj_mol=231.10 homo_lumo_gap_ha="0.1847 / 0.1879" multiplicity=2
Ru -0.154034 -1.650648 -0.823300 -0.2 -0.7 0.3
C -1.904084 -4.421634 0.571122 0.1 -0.2 0.0
O -1.373235 -3.169020 0.958690 -0.2 0.3 0.0
C -0.595683 -3.209405 2.132280 0.2 0.0 0.2
C 0.846853 -3.549408 1.838092 -0.2 -0.2 -0.1
O 1.374507 -2.475302 1.092581 0.0 0.7 -0.4
C 2.746629 -2.634589 0.780382 0.2 -0.1 0.0
H -2.480035 -4.859169 1.395076 0.0 0.0 0.0
H -1.116333 -5.120138 0.267659 0.0 0.0 0.1
H -2.557738 -4.242872 -0.278731 0.1 -0.1 0.1
H -1.005944 -3.917998 2.862820 -0.1 0.0 -0.1
H -0.634903 -2.205610 2.559362 0.0 0.0 0.0
H 0.938382 -4.474783 1.254803 0.0 0.0 0.1
H 1.400158 -3.668972 2.779924 0.0 0.1 0.0
H 3.343000 -2.690482 1.699014 0.0 0.0 0.0
H 3.049370 -1.763183 0.205370 0.0 0.0 0.1
H 2.912769 -3.537229 0.182625 0.0 0.0 0.0
Te -1.950592 -1.648296 -2.666530 0.5 1.0 0.5
Te -3.816710 -3.416715 -2.548556 0.0 0.1 0.0
Te 2.054145 -5.739690 -1.889901 0.3 0.2 0.5
Te 0.328225 -3.763179 -2.116211 -0.2 -1.2 -1.1
C 2.985226 -1.480270 -2.738068 0.0 0.0 0.0
Si 1.358936 -0.596122 -2.312522 -0.4 0.3 0.2
C 0.670840 -0.044775 -3.981478 0.1 -0.1 0.0
C 1.926453 1.024096 -1.500831 0.1 0.0 -0.1
H 3.648928 -0.757909 -3.225374 0.0 0.0 0.0
H 2.816356 -2.309263 -3.428034 0.0 0.0 0.0
H 3.510914 -1.886197 -1.872151 0.0 0.0 0.0
H 1.462165 0.470313 -4.537481 0.0 0.0 0.0
H -0.168068 0.641964 -3.858606 0.0 0.0 0.0
H 0.339183 -0.887911 -4.593237 0.0 0.0 0.0
H 2.676528 1.534003 -2.114285 0.0 0.0 0.0
H 2.372540 0.837475 -0.517296 0.0 0.0 0.0
H 1.047306 1.666926 -1.422162 0.0 0.0 -0.1
C 1.353676 4.494969 1.278074 0.0 0.0 0.0
C 0.222327 3.710706 0.631031 0.0 0.0 0.0
N 0.292047 2.281446 0.920163 0.0 -0.1 0.2
C -0.735720 1.523521 1.329706 0.0 0.3 -0.4
S -0.952686 -0.079052 0.872298 -0.4 -0.4 0.3
N -1.676963 2.064247 2.140379 0.0 -0.1 0.0
C -1.432267 3.019065 3.213313 0.0 0.0 0.0
C -2.460949 4.138896 3.223168 0.0 0.0 0.0
H 1.263418 5.555218 1.037323 0.0 0.0 0.0
H 2.320185 4.146868 0.911314 0.0 0.0 0.0
H 1.351191 4.386715 2.363649 0.0 0.0 0.0
H 0.266268 3.828589 -0.454508 -0.1 0.0 0.0
H -0.751247 4.080605 0.942852 0.0 0.0 0.0
H 0.930981 1.766241 0.333056 0.0 0.0 0.0
H -2.457559 1.438786 2.273298 0.0 0.0 0.0
H -0.426866 3.414533 3.100917 0.0 0.0 0.0
H -1.457436 2.486274 4.169557 0.0 0.0 0.0
H -2.421558 4.719020 2.301187 0.0 0.0 0.0
H -2.285518 4.809457 4.065890 0.0 0.0 0.0
H -3.469485 3.734302 3.316266 0.0 0.0 0.0
F -2.707778 1.399648 -3.803822 0.0 0.0 0.0
B -2.712730 1.698787 -2.434429 0.0 0.0 0.2
F -1.387853 1.605255 -1.929256 0.0 0.1 0.0
F -3.205525 2.984989 -2.203491 0.0 0.0 0.0
F -3.509979 0.736918 -1.753010 0.1 0.1 -0.1

[5]
21
Properties=species:S:1:pos:R:3:forces:R:3 method="wB97M-V/def2-TZVPD" e_lumo_ev=-3.24 smiles=CC(C)[C@H]([NH3+])CO total_charge=+1 homo_energy_ev=-15.13 e_above_lowest_kj_mol=86.72 homo_lumo_gap_ha=0.4372 multiplicity=1
C 1.254417 -0.603100 1.241917 -1.2 -0.2 -0.4
C 0.184137 -0.999230 0.177260 1.2 0.4 -0.2
C 0.849531 -1.714893 -1.030693 -0.4 -0.5 0.5
C -0.668449 0.166622 -0.312559 -0.5 -0.6 0.5
N 0.182093 1.161961 -1.096282 -0.2 -0.6 0.5
C -1.357567 0.938113 0.803006 0.1 0.7 -0.5
O -1.778873 2.175698 0.205641 -0.3 -0.3 0.2
H 0.773649 -0.538482 2.217152 0.2 0.1 0.1
H 1.732219 0.357845 1.031201 0.2 -0.2 0.0
H 1.966396 -1.415237 1.269418 0.4 0.1 0.2
H -0.486337 -1.698923 0.648775 -0.4 -0.2 0.2
H 0.523033 -1.333743 -1.996856 0.2 0.2 -0.1
H 1.935232 -1.753493 -0.940860 0.0 0.3 -0.2
H 0.524823 -2.755299 -1.029868 0.1 0.0 -0.1
H -1.432686 -0.244559 -0.977223 0.2 0.4 -0.2
H 0.094341 2.055502 -0.603821 0.0 0.3 -0.4
H 1.146598 0.828633 -1.095520 0.1 0.2 -0.1
H -0.154330 1.240887 -2.052202 0.1 0.3 0.0
H -0.643099 1.177679 1.590519 -0.1 -0.2 0.3
H -2.199007 0.360836 1.183495 0.1 -0.1 0.1
H -2.446121 2.593185 0.767501 0.2 0.0 -0.2

[6]
40
Properties=species:S:1:pos:R:3:forces:R:3 method="wB97M-V/def2-TZVPD" e_lumo_ev=-0.07 smiles="CCN(Cc1cccc(F)c1)C(=O)c1ccc2ccccc2n1" total_charge=0 homo_energy_ev=-8.95 e_above_lowest_kj_mol=5.62 homo_lumo_gap_ha=0.3261 multiplicity=1
C -2.701647 -2.841801 -1.574599 0.1 -0.1 0.2
C -1.856764 -3.289178 -0.386705 -0.1 -0.4 -0.3
N -1.007002 -2.233961 0.135846 -0.1 0.0 0.1
C -1.680008 -1.150573 0.807579 0.0 0.4 0.3
C -2.085292 -0.001673 -0.086707 -0.2 0.1 0.0
C -3.120521 0.837067 0.309824 0.1 -0.1 0.1
C -3.489215 1.923515 -0.463635 0.0 0.0 0.0
C -2.831655 2.192142 -1.651551 0.1 0.0 -0.1
C -1.805808 1.348200 -2.034117 -0.1 -0.1 0.1
F -1.155779 1.595802 -3.191656 0.0 0.0 0.1
C -1.420970 0.259515 -1.275430 -0.1 0.2 -0.2
C 0.332225 -2.353306 -0.027382 -0.2 -0.3 0.0
O 0.830829 -3.321445 -0.583185 0.3 0.0 0.0
C 1.238104 -1.281601 0.504783 0.4 0.4 0.1
C 2.561012 -1.668165 0.821853 0.2 0.0 0.1
C 3.442648 -0.717915 1.252743 -0.2 -0.1 -0.1
C 3.019643 0.624733 1.354338 -0.4 0.0 -0.1
C 3.854057 1.678240 1.775548 0.0 0.2 0.0
C 3.372543 2.956457 1.839166 0.3 -0.1 0.1
C 2.042107 3.238535 1.485942 -0.3 0.0 -0.1
C 1.204046 2.240663 1.074376 0.1 0.2 0.1
C 1.672859 0.912117 1.000214 0.7 0.1 0.2
N 0.820011 -0.044518 0.593322 -0.2 -0.5 -0.2
H -2.063187 -2.497034 -2.383338 0.0 0.1 -0.1
H -3.376873 -2.035635 -1.296905 -0.1 0.1 -0.1
H -3.291342 -3.681327 -1.933679 -0.1 -0.1 0.0
H -2.507921 -3.644041 0.420503 0.1 0.0 0.0
H -1.195610 -4.103466 -0.690653 -0.2 0.1 0.1
H -2.573955 -1.560390 1.290991 0.1 0.0 0.0
H -1.027694 -0.747183 1.587750 -0.3 -0.1 -0.1
H -3.640824 0.639123 1.235767 -0.1 0.0 0.1
H -4.294881 2.565807 -0.141616 -0.1 0.1 0.0
H -3.100870 3.031709 -2.272238 0.0 0.1 -0.1
H -0.610734 -0.365107 -1.612272 0.1 0.0 -0.1
H 2.836493 -2.704351 0.706575 0.0 0.0 0.0
H 4.461116 -0.974204 1.510479 0.1 0.0 0.0
H 4.877456 1.456735 2.043818 0.1 0.0 0.0
H 4.014882 3.762861 2.161189 0.1 0.0 0.0
H 1.687393 4.257127 1.542290 -0.1 0.1 0.0
H 0.179285 2.432076 0.794768 -0.1 0.0 0.0

no.,E_tot (hartree)
1,-9106.3436
2,-836.1746
3,-4000.6777
4,-3015.0826
5,-328.6532
6,-1018.8711